Molecular formula: C9H12N6O5
Method: DFT, wB97M-V/def2-TZVPD

The relative energy (zero: lowest compared OMol25 entry of this formula, charge and spin) comes out at 954.3 kJ/mol. As for the SMILES: O=[N+]([O-])c1cc([N+](=O)[O-])c2nonc2c1.CNN(C)C. The energy is -1054.5076 Eh. The calculation puts the lowest unoccupied orbital energy at -2.812 eV. Its HOMO-LUMO gap is 4.9 eV.

XYZ file:
```
32
Properties=species:S:1:pos:R:3:forces:R:3
O 4.2255 3.8725 -1.7880 -2.548 -0.883 -0.052
N 2.9835 3.9272 -1.8053 0.963 2.876 -0.108
O 2.3638 5.0180 -1.7893 1.024 -2.066 -0.061
C 2.1374 2.7365 -1.8286 -0.863 -1.142 0.173
C 0.7567 2.9106 -1.8384 1.681 0.223 -0.017
C -0.1053 1.8018 -1.7000 1.824 -2.318 0.294
N -1.5242 1.9847 -1.6225 -3.755 -0.101 0.004
O -2.0203 3.1268 -1.5799 1.605 -1.864 -0.112
O -2.2311 0.9484 -1.6049 1.525 1.864 -0.007
C 0.3902 0.4965 -1.5635 -1.328 0.915 -0.172
C 1.7761 0.2755 -1.5948 1.776 -0.956 -0.016
N 2.4686 -0.9023 -1.5169 1.103 3.213 -0.678
O 3.8139 -0.4590 -1.6775 -2.185 0.852 0.356
N 3.9468 0.9170 -1.7964 -2.111 -1.017 0.177
C 2.6743 1.3760 -1.7503 1.522 0.213 -0.008
H 0.3528 3.9074 -1.9515 0.007 -0.041 0.178
H -0.2584 -0.3626 -1.4628 -0.179 0.272 0.034
C -1.6967 -2.4023 0.2243 -0.004 -0.307 0.314
N -1.3103 -2.3619 1.6124 -0.653 -1.030 -0.170
C 0.0721 -2.5452 1.9829 0.120 0.188 -0.554
N -1.9156 -1.2570 2.2578 0.053 1.155 0.051
C -2.4049 -1.6605 3.5696 -0.467 -0.077 -0.338
H -1.3119 -3.3256 -0.2214 -0.084 0.245 -0.079
H -2.7981 -2.4202 0.2085 0.319 -0.155 -0.241
H -1.3872 -1.5277 -0.3743 0.117 -0.068 0.121
H 0.3846 -3.5481 1.6561 -0.052 0.281 0.191
H 0.7584 -1.8060 1.5227 -0.118 -0.033 0.187
H 0.1506 -2.4764 3.0749 0.133 -0.070 -0.355
H -2.7080 -0.9640 1.6761 0.496 -0.113 0.357
H -2.6554 -0.7749 4.1500 0.124 0.026 0.102
H -3.3105 -2.2736 3.4706 0.175 -0.192 0.254
H -1.6173 -2.2316 4.0602 -0.221 0.109 0.175
```
Forces are in eV/Å.